{
  "formula": "C34H31N5OPdSi",
  "method": "ωB97M-V/def2-TZVPD",
  "species": ["Pd", "C", "C", "C", "C", "N", "C", "N", "C", "N", "C", "N", "C", "C", "C", "C", "C", "N", "C", "C", "C", "C", "C", "C", "H", "H", "H", "H", "H", "H", "H", "H", "H", "H", "H", "H", "C", "C", "C", "C", "Si", "O", "C", "C", "C", "C", "C", "C", "C", "C", "C", "C", "C", "C", "H", "H", "H", "H", "H", "H", "H", "H", "H", "H", "H", "H", "H", "H", "H", "H", "H", "H", "H"],
  "xyz": [[-0.80498, 1.61319, -1.17712], [-2.67187, 3.32735, 2.12684], [-1.69286, 4.06295, 2.79797], [-0.41935, 4.10865, 2.28805], [-0.11086, 3.42737, 1.10448], [-1.06215, 2.71832, 0.48062], [-2.31393, 2.66580, 0.97987], [1.18338, 3.53761, 0.64133], [1.61215, 3.09264, -0.47693], [0.90723, 2.41906, -1.48784], [1.80538, 1.93802, -2.44738], [1.58831, 1.13935, -3.42229], [0.38233, 0.54965, -3.71873], [0.31911, -0.20563, -4.89807], [-0.85924, -0.80150, -5.27336], [-1.99109, -0.64721, -4.46955], [-1.87458, 0.09037, -3.31983], [-0.71356, 0.67382, -2.95264], [3.12194, 2.50240, -2.12364], [4.32217, 2.41361, -2.80069], [5.41650, 3.05543, -2.22954], [5.30148, 3.75244, -1.02834], [4.08782, 3.83486, -0.35289], [3.00725, 3.19635, -0.92825], [-3.68858, 3.26649, 2.48602], [-1.93425, 4.59495, 3.70840], [0.37426, 4.66895, 2.76098], [-3.02780, 2.06737, 0.42793], [1.21993, -0.27917, -5.49003], [-0.91038, -1.37906, -6.18675], [-2.94135, -1.09102, -4.72786], [-2.71679, 0.23206, -2.65415], [4.40217, 1.87475, -3.73469], [6.37633, 3.01747, -2.72660], [6.17460, 4.24108, -0.61756], [3.98967, 4.37789, 0.57700], [-0.22124, -2.79588, -1.66273], [0.55424, -2.53506, -0.40439], [0.84538, -3.70901, 0.47784], [1.66103, -1.53122, -0.53896], [-1.03634, -1.32631, 0.78884], [-1.24109, -0.07326, -0.14346], [-2.51642, -2.39414, 1.06669], [-3.48015, -1.71519, 1.82699], [-4.67492, -2.32870, 2.17048], [-4.92388, -3.63067, 1.75956], [-3.97802, -4.31578, 1.01031], [-2.78250, -3.70227, 0.66577], [-0.00914, -0.99306, 2.28051], [-0.03941, -1.86635, 3.37157], [0.67253, -1.57010, 4.52393], [1.42770, -0.40564, 4.58897], [1.47364, 0.46802, 3.50694], [0.76400, 0.17097, 2.35645], [0.44100, -3.36061, -2.33482], [-0.49309, -1.87353, -2.17084], [-1.11051, -3.40414, -1.51321], [1.51954, -4.37319, -0.08198], [-0.03565, -4.29977, 0.72575], [1.36041, -3.41798, 1.39152], [2.43349, -1.98290, -1.17662], [2.12494, -1.28933, 0.41544], [1.33199, -0.61746, -1.03654], [-3.29631, -0.70060, 2.17030], [-5.40596, -1.79478, 2.76282], [-5.85367, -4.11405, 2.02794], [-4.16899, -5.33298, 0.69550], [-2.06604, -4.26811, 0.08652], [-0.63695, -2.77064, 3.32723], [0.63956, -2.24134, 5.37158], [1.98732, -0.17873, 5.48705], [2.06638, 1.37214, 3.56488], [0.80874, 0.84495, 1.50741]],
  "lowdin_charge": [1.060, -0.030, -0.019, 0.021, -0.313, -0.029, -0.116, 0.185, -0.262, -0.002, -0.270, 0.183, -0.311, 0.020, -0.023, -0.036, -0.127, -0.035, -0.113, 0.013, -0.039, -0.039, 0.014, -0.110, 0.119, 0.126, 0.128, 0.114, 0.128, 0.126, 0.121, 0.117, 0.123, 0.117, 0.117, 0.123, -0.014, -0.331, -0.012, -0.022, 0.626, -0.346, -0.237, -0.087, -0.047, -0.041, -0.049, -0.092, -0.245, -0.072, -0.041, -0.028, -0.041, -0.080, 0.146, 0.070, 0.090, 0.144, 0.093, 0.102, 0.142, 0.100, 0.076, 0.107, 0.120, 0.121, 0.119, 0.080, 0.117, 0.121, 0.123, 0.119, 0.087],
  "multiplicity": 1,
  "lumo_ev": [-9.738, -10.163],
  "charge": 2
}


{
  "formula": "C34H31NO5P2Rb",
  "method": "ωB97M-V/def2-TZVPD",
  "species": ["Rb", "O", "C", "O", "C", "O", "C", "C", "O", "O", "H", "H", "H", "H", "H", "C", "P", "C", "C", "C", "C", "C", "C", "C", "C", "C", "C", "C", "C", "C", "C", "C", "C", "C", "P", "C", "C", "C", "C", "C", "C", "C", "C", "C", "C", "C", "C", "N", "H", "H", "H", "H", "H", "H", "H", "H", "H", "H", "H", "H", "H", "H", "H", "H", "H", "H", "H", "H", "H", "H", "H", "H", "H", "H"],
  "xyz": [[0.09749, -1.70858, 1.63675], [5.10999, -1.28429, 0.13499], [3.97677, -1.52160, 0.83938], [3.17575, -0.65822, 1.06762], [3.87916, -2.95845, 1.28535], [2.68210, -3.12198, 1.95789], [2.53226, -4.45674, 2.46228], [1.11244, -4.68193, 3.03977], [1.04559, -5.44360, 4.00999], [0.19873, -4.09228, 2.41951], [5.07642, -0.33994, -0.08808], [4.75965, -3.16026, 1.91672], [3.96605, -3.60983, 0.40214], [3.28294, -4.62977, 3.24031], [2.68547, -5.15997, 1.63337], [-1.44926, 1.90671, 2.16874], [0.26125, 2.17955, 1.54017], [0.08642, 3.58819, 0.38689], [-0.91869, 4.55274, 0.45167], [-0.95806, 5.60134, -0.45308], [0.01147, 5.70498, -1.43966], [1.01179, 4.74977, -1.52270], [1.04167, 3.69760, -0.61950], [1.08349, 2.96912, 2.97505], [0.72866, 4.22091, 3.47800], [1.35079, 4.73612, 4.60194], [2.34029, 4.00064, 5.24377], [2.70579, 2.75897, 4.75204], [2.08241, 2.24918, 3.61973], [-2.22843, 1.12211, 1.16069], [-2.85077, 1.56170, -0.00092], [-3.19255, 0.38957, -0.71746], [-2.74172, -0.67176, 0.05856], [-2.78072, -2.14510, -0.24317], [-1.38970, -2.91601, -1.25836], [-2.29492, -3.54572, -2.72140], [-3.46828, -2.98704, -3.22713], [-4.08181, -3.51277, -4.35252], [-3.53108, -4.61340, -4.99431], [-2.36862, -5.18461, -4.50102], [-1.76081, -4.65614, -3.37161], [-0.48672, -1.49616, -2.00204], [0.76812, -1.17584, -1.48840], [1.51301, -0.11590, -1.98584], [1.01484, 0.64020, -3.03119], [-0.22521, 0.33143, -3.57165], [-0.96572, -0.72015, -3.05988], [-2.16552, -0.23261, 1.20668], [-1.94165, 2.83959, 2.46516], [-1.33904, 1.31658, 3.08493], [-1.69015, 4.46974, 1.20470], [-1.75176, 6.33534, -0.39199], [-0.01878, 6.52364, -2.14788], [1.76517, 4.81327, -2.29763], [1.80920, 2.93614, -0.70454], [-0.03499, 4.79975, 2.97293], [1.06498, 5.70995, 4.97920], [2.82542, 4.39999, 6.12584], [3.47813, 2.18100, 5.24350], [2.38074, 1.28301, 3.22764], [-3.01138, 2.58732, -0.30122], [-3.70160, 0.32230, -1.66914], [-3.71834, -2.40379, -0.74102], [-2.78753, -2.71075, 0.69508], [-3.91034, -2.12741, -2.73817], [-4.99124, -3.06319, -4.73101], [-4.01042, -5.02906, -5.87172], [-1.93382, -6.04890, -4.98757], [-0.86030, -5.11261, -2.97879], [1.17691, -1.75587, -0.66601], [2.46272, 0.11858, -1.52234], [1.58110, 1.47514, -3.42566], [-0.63069, 0.92251, -4.38275], [-1.93461, -0.94247, -3.48163]],
  "lowdin_charge": [0.923, 0.103, -0.486, 0.085, -0.157, -0.197, -0.113, -0.729, -0.024, -0.252, 0.126, 0.147, 0.148, 0.122, 0.127, -0.314, 1.072, -0.363, -0.107, -0.089, -0.102, -0.095, -0.106, -0.367, -0.085, -0.094, -0.104, -0.093, -0.103, -0.460, -0.095, -0.103, -0.449, -0.294, 1.063, -0.386, -0.110, -0.089, -0.104, -0.098, -0.108, -0.362, -0.149, -0.087, -0.093, -0.077, -0.076, -0.061, 0.071, 0.082, 0.093, 0.099, 0.095, 0.096, 0.090, 0.093, 0.097, 0.095, 0.099, 0.089, 0.074, 0.076, 0.061, 0.068, 0.094, 0.099, 0.095, 0.097, 0.094, 0.030, 0.092, 0.097, 0.100, 0.091],
  "multiplicity": 1,
  "e_above_lowest_kj_mol": 31.0,
  "lumo_ev": 1.917,
  "charge": -1
}


{
  "formula": "C34H32AuN3O2Se2Te",
  "method": "ωB97M-V/def2-TZVPD",
  "species": ["Au", "C", "C", "C", "C", "C", "O", "C", "C", "C", "C", "C", "C", "C", "O", "C", "C", "C", "N", "C", "C", "Te", "C", "C", "C", "C", "C", "C", "C", "C", "C", "C", "C", "C", "H", "H", "H", "H", "H", "H", "H", "H", "H", "H", "H", "H", "H", "H", "H", "H", "H", "H", "H", "H", "H", "H", "H", "H", "C", "N", "C", "C", "N", "C", "C", "Se", "H", "H", "H", "H", "H", "H", "H", "H", "Se"],
  "xyz": [[0.06910, -0.83890, -0.48870], [5.66580, -0.32950, 4.01680], [4.64560, -0.25590, 2.92030], [5.02090, -0.26870, 1.58580], [4.08400, -0.22090, 0.56850], [4.62210, -0.20300, -0.81360], [5.68680, 0.34120, -1.05080], [3.85350, -0.84750, -1.90910], [3.03460, -1.95600, -1.71180], [2.34110, -2.50320, -2.77730], [2.46860, -1.96040, -4.04800], [3.31800, -0.88500, -4.26020], [4.01700, -0.34170, -3.19830], [2.69890, -0.03990, 0.84970], [1.89840, 0.12730, -0.15220], [2.31090, 0.02000, 2.22640], [3.29870, -0.13830, 3.20570], [0.94220, 0.22630, 2.67200], [-0.00590, 0.50610, 1.84840], [-1.37790, 0.60250, 2.28000], [-1.73050, 1.83020, 3.10460], [-1.40890, 3.73880, 2.10600], [0.58820, 4.03190, 2.83180], [0.79880, 4.76060, 3.99480], [2.08230, 4.90010, 4.49600], [3.15650, 4.32830, 3.83470], [2.94620, 3.62720, 2.65810], [1.66410, 3.48050, 2.15710], [0.68980, 0.18880, 4.14810], [0.00550, -0.83230, 4.79430], [-0.27580, -0.73350, 6.14950], [0.11980, 0.37740, 6.87310], [0.82330, 1.38800, 6.24080], [1.10400, 1.29440, 4.89160], [6.66820, -0.36760, 3.60000], [5.51620, -1.21600, 4.63050], [5.59050, 0.54150, 4.66680], [6.06180, -0.32600, 1.30030], [2.94820, -2.39060, -0.72660], [1.69860, -3.36000, -2.62560], [1.91250, -2.38370, -4.87410], [3.44120, -0.47830, -5.25630], [4.69260, 0.49010, -3.34200], [3.00220, -0.14030, 4.24370], [-1.67370, -0.28580, 2.85400], [-1.97570, 0.61420, 1.35880], [-1.17270, 1.86670, 4.03680], [-2.79420, 1.79710, 3.32940], [-0.03850, 5.20960, 4.51190], [2.24220, 5.45460, 5.40930], [4.15660, 4.42820, 4.23270], [3.77490, 3.18190, 2.12520], [1.50650, 2.90770, 1.25200], [-0.30750, -1.71030, 4.24780], [-0.81370, -1.53010, 6.64060], [-0.11450, 0.45710, 7.92410], [1.15340, 2.25870, 6.78760], [1.64570, 2.08470, 4.39740], [-3.00550, 2.30590, -1.95170], [-1.78480, 2.41390, -2.69530], [-1.62890, 2.64850, -4.02860], [-0.29660, 2.61870, -4.29360], [0.35050, 2.37160, -3.11960], [1.75890, 2.22010, -2.90050], [-0.56680, 2.25110, -2.13910], [-0.22230, 1.82730, -0.36240], [-3.85010, 2.24200, -2.63300], [-3.12840, 3.16980, -1.29260], [-2.96480, 1.40250, -1.33510], [-2.46150, 2.80800, -4.68100], [0.22280, 2.74680, -5.22040], [2.27320, 2.12530, -3.85270], [1.94150, 1.32830, -2.29530], [2.15090, 3.08290, -2.35840], [-1.92670, -1.77490, -1.23790]],
  "lowdin_spin": [0.302, 0.000, 0.000, 0.000, 0.001, 0.000, 0.000, 0.000, 0.002, 0.002, 0.001, 0.000, 0.001, 0.004, 0.039, 0.000, 0.000, 0.002, 0.007, 0.003, 0.004, 0.082, 0.003, 0.003, 0.000, 0.000, 0.000, 0.001, 0.000, 0.000, 0.000, 0.000, 0.000, 0.000, 0.000, 0.000, 0.000, 0.000, 0.001, 0.001, 0.000, 0.000, 0.000, 0.000, 0.000, 0.004, 0.001, 0.000, 0.002, 0.000, 0.000, 0.000, 0.001, 0.000, 0.000, 0.000, 0.000, 0.000, 0.003, 0.035, 0.019, 0.020, 0.033, 0.003, 0.035, 0.392, 0.000, 0.001, 0.001, 0.001, 0.002, 0.000, 0.001, 0.001, 0.985],
  "multiplicity": 3,
  "e_above_lowest_kj_mol": 82.6,
  "lumo_ev": [0.211, -1.641],
  "s2": 2.01
}


Question: What is the multiplicity in the third record?
Answer: 3


Question: Among the records above, which one has the highest multiplicity?
Answer: C34H32AuN3O2Se2Te